This record from OMol25 describes a structure of composition C27H35BF4IrN4P2 in a non-equilibrium geometry. The level of theory is ωB97M-V with the def2-TZVPD basis set.

```
74
Properties=species:S:1:pos:R:3
Ir 0.727 -0.727 0.555
C 3.124 -0.956 -0.467
C 1.796 -1.605 -0.832
C 1.764 -3.137 -0.679
C 1.291 -3.591 0.708
C 0.815 -2.437 1.561
C 1.708 -1.421 2.128
C 3.209 -1.487 2.082
C 3.858 -1.659 0.717
C -0.201 0.554 1.865
H 3.776 -1.208 -1.330
H 1.589 -1.381 -1.886
H 2.749 -3.551 -0.932
H 1.086 -3.541 -1.446
H 0.452 -4.287 0.577
H 2.069 -4.168 1.226
H -0.041 -2.674 2.204
H 1.349 -1.032 3.091
H 3.540 -2.307 2.737
H 3.576 -0.562 2.552
H 4.889 -1.287 0.753
H 3.937 -2.730 0.495
H 0.636 1.097 2.337
H -0.705 -0.058 2.628
H -0.902 1.260 1.412
P -1.289 -1.010 -0.809
P 0.561 1.017 -1.180
N -2.035 -2.502 -0.337
N -2.717 0.002 -0.660
N 2.321 1.391 -1.153
N -0.096 2.604 -1.188
C -0.885 -0.914 -2.550
C 0.052 0.315 -2.765
C -2.459 -2.704 0.986
C -3.278 -3.816 1.014
C -3.373 -4.318 -0.322
C -2.618 -3.488 -1.132
C -3.269 0.359 0.581
C -4.607 0.663 0.402
C -4.929 0.395 -0.966
C -3.771 -0.022 -1.593
C 3.215 0.549 -0.467
C 4.254 1.333 0.012
C 4.014 2.681 -0.397
C 2.833 2.694 -1.102
C -0.239 3.423 -2.325
C -0.672 4.675 -1.923
C -0.759 4.658 -0.494
C -0.358 3.404 -0.066
H -1.792 -0.835 -3.164
H -0.394 -1.859 -2.836
H 0.973 0.040 -3.297
H -0.450 1.085 -3.367
H -2.147 -2.034 1.777
H -3.758 -4.208 1.899
H -3.938 -5.185 -0.639
H -2.428 -3.503 -2.198
H -2.663 0.391 1.472
H -5.274 1.027 1.169
H -5.901 0.488 -1.431
H -3.586 -0.306 -2.620
H 3.372 2.003 1.993
H 5.131 0.959 0.528
H 4.658 3.526 -0.201
H 2.331 3.499 -1.616
H -0.017 3.036 -3.310
H -0.872 5.514 -2.571
H -1.062 5.474 0.145
H -0.207 3.018 0.927
F 2.873 1.784 2.772
B -2.715 4.400 2.738
F -3.492 4.530 3.828
F -1.380 4.592 2.839
F -3.250 4.070 1.542
```

The electronic energy is -2479.5393 a.u. The calculation puts the lowest unoccupied orbital energy (alpha / beta) at -5.6 / -9.4 eV. The net charge is +2. The value obtained for the orbital gap (alpha / beta) is 4.90 / 4.23 eV. Its highest occupied orbital energy (alpha / beta) is -10.5 / -13.7 eV. The spin multiplicity is 6.

How is the electron density shared among the atoms? According to Mulliken, the charges in e are:
1 Ir 2.062
2 C 0.185
3 C -0.823
4 C -1.254
5 C -1.321
6 C 0.158
7 C -0.067
8 C -1.381
9 C -0.895
10 C -1.325
11 H 0.530
12 H 0.516
13 H 0.511
14 H 0.292
15 H 0.297
16 H 0.406
17 H 1.040
18 H 0.786
19 H 0.590
20 H 0.342
21 H 0.721
22 H 0.393
23 H 0.563
24 H 0.648
25 H -0.418
26 P -0.883
27 P 0.378
28 N 1.221
29 N 0.860
30 N 0.355
31 N 0.901
32 C -0.780
33 C -1.800
34 C -0.447
35 C -0.809
36 C -0.882
37 C -0.548
38 C -0.234
39 C -0.820
40 C -0.787
41 C -0.155
42 C -0.049
43 C -1.394
44 C -0.847
45 C -0.362
46 C -0.655
47 C -0.943
48 C -0.680
49 C -0.731
50 H 0.694
51 H 0.294
52 H 0.368
53 H 0.424
54 H 0.359
55 H 0.522
56 H 0.488
57 H 0.504
58 H 0.492
59 H 0.561
60 H 0.501
61 H 0.487
62 H 0.407
63 H 0.493
64 H 0.505
65 H 0.602
66 H 0.534
67 H 0.477
68 H 0.540
69 H 0.732
70 F -0.412
71 B 0.658
72 F -0.214
73 F -0.251
74 F -0.227